A cluster of 14 separate species, C48H126Br8N10O10 in total at a distorted geometry, computed with ωB97M-V with the def2-TZVPD basis set.

Cartesian coordinates (Å):
Br  16.3744  16.6475  15.2805
Br  6.8054  19.0061  14.9430
Br  7.4526  12.9978  18.0350
Br  8.9249  17.4691  18.9089
Br  16.7140  13.7004  22.7828
Br  16.9466  12.2627  18.3431
Br  10.9882  20.2208  16.7020
Br  15.2955  12.1342  15.2348
O  9.3091  13.5132  22.4381
O  8.0317  13.5320  14.3146
O  11.9591  15.7738  16.9223
O  14.2035  8.7298  21.0109
O  12.7826  13.8126  12.0539
O  9.2289  17.1277  23.9612
O  15.8780  19.7019  20.3333
O  13.4105  16.7957  23.9311
O  11.7828  20.9280  21.1727
O  12.5207  9.8175  15.2098
N  9.0743  11.3269  15.7072
N  13.7187  11.1741  18.1941
N  13.7499  14.5264  18.7439
N  8.7564  19.8204  25.5105
N  16.5997  18.4036  25.0003
N  7.3298  12.5862  24.0545
N  15.6479  21.3677  18.2089
N  14.4815  21.8448  22.1068
N  10.2137  15.0747  11.5182
N  12.9309  12.0773  9.6722
C  13.3667  15.4733  24.3951
C  14.6320  19.6829  16.7297
C  15.5370  14.9484  15.8108
C  13.2497  8.6748  15.4850
C  13.0473  15.8958  20.5208
C  12.6748  10.2145  11.0276
C  16.2491  13.8806  15.0452
C  6.7526  14.2087  14.6261
C  14.7884  9.4489  22.1311
C  15.6833  19.0789  19.0552
C  14.3202  9.3193  19.7374
C  11.8695  10.4421  19.6958
C  11.8072  16.6575  15.7906
C  9.1903  17.4849  22.5782
C  8.0165  13.7775  24.3725
C  14.7127  17.4596  23.8636
C  10.5456  11.3306  15.3646
C  17.0940  13.4120  19.9297
C  9.4279  13.7960  23.7834
C  13.4068  21.1876  22.8224
C  12.9461  14.6333  13.2677
C  10.5259  13.2577  21.7079
C  9.2968  15.0240  12.6419
C  8.7121  18.9647  15.4802
C  11.2154  9.9372  15.7681
C  8.6340  13.6711  13.0150
C  16.4054  18.8890  21.3317
C  12.4554  22.3096  23.3169
C  11.0436  20.0594  25.8610
C  15.4080  17.6588  25.2208
C  14.5723  18.3233  26.3082
C  10.0286  19.3196  24.9547
C  12.7043  20.1391  21.9257
C  12.4839  11.7108  10.9952
C  10.1585  17.8037  24.8596
C  8.3776  14.7970  17.7801
C  13.2028  12.4579  12.1997
C  8.1161  13.9633  25.8859
C  14.9824  20.1292  18.1735
C  12.5123  16.4172  18.0776
C  12.6572  15.3864  19.1473
C  9.0432  20.2873  16.2484
C  7.9373  15.7355  18.8243
C  8.2755  16.1184  12.4250
C  17.0820  12.5760  21.2270
C  11.1812  12.5311  16.0650
C  10.9986  20.2127  20.3132
C  13.4021  10.6102  19.4869
H  12.2691  16.5552  20.9050
H  9.8582  15.3099  13.5314
H  8.8483  19.9928  26.5015
H  13.3627  19.4810  21.3586
H  10.7004  9.0457  15.4104
H  8.8733  18.0794  16.0954
H  13.5704  17.9152  26.1752
H  17.9771  14.0211  19.7366
H  15.0939  18.1644  19.1204
H  11.2636  13.9153  22.1678
H  16.5736  18.8208  18.4817
H  7.6811  11.7996  24.5817
H  11.2404  16.1836  14.9892
H  16.5659  19.4786  22.2343
H  11.3298  11.2717  19.2392
H  7.1069  14.1178  26.2676
H  12.1913  11.7066  9.0928
H  17.1862  13.6457  15.5500
H  8.5290  10.7019  15.1309
H  14.5004  18.4472  23.4542
H  8.1115  13.3230  12.1240
H  14.7322  21.1650  21.4031
H  16.3710  14.1727  14.0022
H  8.6119  18.3946  22.4166
H  15.3931  16.9103  23.2128
H  18.0420  12.0630  21.2834
H  17.1393  18.4661  25.8518
H  16.2215  14.0650  19.9526
H  16.2942  21.4350  17.4357
H  13.6298  14.3958  17.7496
H  10.1573  17.5787  22.0841
H  14.2862  12.3543  12.1400
H  15.6470  14.7659  16.8798
H  8.2190  18.9657  25.5388
H  9.4497  12.9508  13.0777
H  13.8550  15.2680  25.3477
H  9.9946  14.7169  23.9208
H  11.1272  17.4534  16.0943
H  13.9699  14.9852  13.3946
H  14.6993  11.0652  17.9782
H  15.5363  19.4629  16.1622
H  13.6615  13.6048  19.1475
H  10.8169  21.1140  26.0183
H  12.8805  13.0834  9.5990
H  14.4602  19.3916  26.1230
H  11.5222  21.8467  23.6376
H  13.7210  9.9317  11.1438
H  13.8321  20.6207  23.6505
H  14.4699  14.9749  15.5901
H  10.1132  19.8823  20.8563
H  9.4518  14.6932  17.9326
H  9.2063  18.7640  14.5296
H  10.0260  12.9673  24.1625
H  6.8758  15.2916  14.6421
H  11.4322  11.9614  11.1337
H  11.7029  14.8761  19.2775
H  10.1861  17.3859  25.8660
H  10.8698  12.2244  21.7549
H  8.2801  16.8289  13.2515
H  13.4368  16.8891  17.7452
H  15.0044  18.0780  27.2784
H  8.8140  14.7405  26.1972
H  12.6227  14.1357  14.1819
H  13.7683  14.7636  23.6718
H  6.5736  13.9032  15.6570
H  10.9785  14.4447  11.7140
H  11.4892  9.4998  19.3016
H  10.6948  13.3935  15.6091
H  11.7722  17.1510  18.3969
H  12.3185  9.7385  11.9412
H  12.8273  11.9745  13.1016
H  14.0793  8.6611  14.7781
H  12.2379  9.6511  10.2031
H  14.2065  20.5201  16.1765
H  11.8578  10.3816  20.7841
H  10.2793  19.5660  23.9230
H  12.7764  7.7055  15.3281
H  12.2656  23.1166  22.6092
H  12.2533  12.6409  15.9018
H  10.9932  12.6339  17.1337
H  8.4798  20.2830  17.1815
H  6.0140  13.8041  13.9341
H  14.2115  10.3310  22.4089
H  13.2366  15.0373  21.1653
H  10.5842  20.8805  19.5579
H  7.2597  15.7310  12.3457
H  8.9989  21.1795  15.6239
H  10.5956  11.3772  14.2767
H  11.9958  20.0720  25.3308
H  15.7876  16.6945  25.5589
H  14.0643  8.5836  18.9749
H  8.6375  12.2164  15.5121
H  8.4874  16.7387  11.5541
H  13.9738  16.4697  20.5404
H  16.3605  19.3837  24.9530
H  12.7402  17.0969  15.4376
H  12.3787  15.5622  13.2099
H  15.6464  18.1366  21.5459
H  13.7431  11.3504  20.2108
H  13.7666  8.6789  16.4446
H  14.1117  22.5897  21.5338
H  13.9846  18.8106  16.6393
H  8.0978  15.0955  16.7697
H  16.1909  21.2467  19.0519
H  16.2919  11.8269  21.1742
H  17.3294  18.4261  20.9852
H  11.1835  19.5488  26.8138
H  12.3155  19.4647  22.6886
H  14.0482  20.4072  18.6615
H  9.7401  14.9076  10.6419
H  7.5494  12.3972  23.0869
H  6.9010  15.9475  18.5610
H  12.2979  15.2642  24.4399
H  8.4498  13.0501  26.3787
H  7.4310  14.6126  23.9881
H  10.4099  13.6310  20.6904
H  7.9692  15.3525  19.8443
H  8.7393  16.6547  22.0346
H  14.9336  8.8047  22.9983
H  11.5063  19.4342  19.7438
H  11.1525  17.4943  24.5368
H  12.9249  22.7879  24.1765
H  15.3467  9.6439  19.5670
H  11.2323  9.8695  16.8559
H  15.7759  9.7659  21.7956
H  13.2368  10.7405  17.4196

The calculation puts the maximum force at 2.93 eV/A. Its spin multiplicity is 1. For the HOMO energy, the calculation gives -8.8 eV. For the total energy, the calculation gives -23796.212515 hartree. The value obtained for the orbital gap is 9.039 eV. Its lowest unoccupied orbital energy is 0.248 eV.

Atom charges from the Löwdin analysis, given in e for atoms 1 to 99: atom 1 (Br): 0.68, atom 2 (Br): 0.60, atom 3 (Br): 0.66, atom 4 (Br): 0.72, atom 5 (Br): 0.64, atom 6 (Br): 0.70, atom 7 (Br): 0.67, atom 8 (Br): 0.65, atom 9 (O): -0.21, atom 10 (O): -0.25, atom 11 (O): -0.21, atom 12 (O): -0.19, atom 13 (O): -0.22, atom 14 (O): -0.20, atom 15 (O): -0.24, atom 16 (O): -0.22, atom 17 (O): -0.16, atom 18 (O): -0.23, atom 19 (N): 0.02, atom 20 (N): 0.03, atom 21 (N): 0.08, atom 22 (N): 0.05, atom 23 (N): 0.03, atom 24 (N): 0.05, atom 25 (N): 0.05, atom 26 (N): 0.06, atom 27 (N): 0.07, atom 28 (N): 0.04, atom 29 (C): -0.12, atom 30 (C): -0.08, atom 31 (C): -0.70, atom 32 (C): -0.14, atom 33 (C): -0.04, atom 34 (C): -0.08, atom 35 (C): -0.65, atom 36 (C): -0.05, atom 37 (C): -0.07, atom 38 (C): -0.16, atom 39 (C): -0.18, atom 40 (C): -0.03, atom 41 (C): -0.08, atom 42 (C): -0.11, atom 43 (C): -0.46, atom 44 (C): -0.15, atom 45 (C): -0.35, atom 46 (C): -0.64, atom 47 (C): -0.23, atom 48 (C): -0.42, atom 49 (C): -0.06, atom 50 (C): -0.05, atom 51 (C): -0.44, atom 52 (C): -0.69, atom 53 (C): -0.15, atom 54 (C): -0.17, atom 55 (C): -0.10, atom 56 (C): -0.05, atom 57 (C): -0.07, atom 58 (C): -0.46, atom 59 (C): -0.04, atom 60 (C): -0.42, atom 61 (C): -0.18, atom 62 (C): -0.44, atom 63 (C): -0.17, atom 64 (C): -0.59, atom 65 (C): -0.17, atom 66 (C): -0.06, atom 67 (C): -0.46, atom 68 (C): -0.20, atom 69 (C): -0.43, atom 70 (C): -0.59, atom 71 (C): -0.63, atom 72 (C): -0.06, atom 73 (C): -0.68, atom 74 (C): -0.06, atom 75 (C): -0.17, atom 76 (C): -0.41, atom 77 (H): 0.07, atom 78 (H): 0.11, atom 79 (H): 0.06, atom 80 (H): 0.11, atom 81 (H): 0.12, atom 82 (H): -0.01, atom 83 (H): 0.06, atom 84 (H): 0.06, atom 85 (H): 0.11, atom 86 (H): 0.07, atom 87 (H): 0.13, atom 88 (H): 0.07, atom 89 (H): 0.06, atom 90 (H): 0.09, atom 91 (H): 0.07, atom 92 (H): 0.08, atom 93 (H): 0.07, atom 94 (H): 0.03, atom 95 (H): 0.07, atom 96 (H): 0.10, atom 97 (H): 0.13, atom 98 (H): 0.03, atom 99 (H): 0.05